Molecular formula: C4H11NO2
Method: DFT, ωB97M-V/def2-TZVPD

Summary:
Lowest unoccupied orbital energy   0.710 eV
Frontier orbital gap   0.36077 Ha
Energy relative to the best compared isomer or geometry (same formula, charge and spin)   59.00 kcal/mol

Last column: natural (NBO) charge in e.
Positions of all 18 atoms, in Å:
C: 0.971 -1.045 0.765  -0.044
N: 1.513 -0.034 0.249  -0.427
C: 0.882 0.832 -0.680  -0.039
C: -0.205 1.544 -0.387  -0.231
C: -0.575 2.726 -1.190  -0.664
H: 1.610 -1.728 1.316  0.177
H: -0.025 -1.375 0.454  0.155
H: 1.500 0.886 -1.565  0.207
H: -0.699 1.342 0.552  0.205
H: -1.317 3.436 -0.801  0.223
H: 0.236 3.452 -1.291  0.224
H: -1.029 2.514 -2.166  0.223
O: -6.008 -2.644 0.440  -0.940
H: -5.594 -3.082 1.183  0.469
H: -6.236 -1.751 0.726  0.470
O: 4.486 -0.614 0.388  -0.959
H: 4.625 -1.115 1.200  0.459
H: 3.631 -0.151 0.533  0.489

Molecular formula: C4H11NO2
Method: DFT, ωB97M-V/def2-TZVPD

Summary:
Lowest unoccupied orbital energy   0.286 eV
Frontier orbital gap   0.35265 Ha
Energy relative to the best compared isomer or geometry (same formula, charge and spin)   67.39 kcal/mol

Last column: natural (NBO) charge in e.
Positions of all 18 atoms, in Å:
C: 1.358 -0.321 2.022  -0.026
N: 0.596 -0.543 1.017  -0.479
C: 0.628 0.338 -0.125  -0.088
C: 0.073 -0.007 -1.308  -0.146
C: -0.039 0.896 -2.505  -0.659
H: 2.250 0.376 1.962  0.150
H: 1.185 -0.784 3.099  0.199
H: 1.149 1.329 -0.117  0.170
H: -0.344 -0.924 -1.257  0.195
H: -0.231 1.900 -2.071  0.222
H: -0.778 0.536 -3.236  0.235
H: 0.966 1.092 -3.024  0.229
O: -1.978 1.996 0.902  -0.936
H: -1.639 1.121 1.182  0.477
H: -1.260 2.370 0.391  0.462
O: -0.760 -3.136 1.380  -0.934
H: -0.360 -2.446 0.960  0.474
H: -0.815 -3.793 0.730  0.455

Molecular formula: C4H11NO2
Method: DFT, ωB97M-V/def2-TZVPD

Summary:
Lowest unoccupied orbital energy   0.612 eV
Frontier orbital gap   0.35008 Ha
Energy relative to the best compared isomer or geometry (same formula, charge and spin)   76.08 kcal/mol

Last column: natural (NBO) charge in e.
Positions of all 18 atoms, in Å:
C: 0.248 -0.965 -1.831  0.031
N: -0.816 -1.078 -1.142  -0.435
C: -1.130 -0.157 -0.146  -0.036
C: -0.438 0.227 0.954  -0.249
C: -1.161 0.795 2.138  -0.643
H: 1.115 -0.318 -1.599  0.106
H: 0.418 -1.379 -2.788  0.175
H: -2.173 0.231 -0.283  0.193
H: 0.578 -0.079 1.193  0.183
H: -0.642 0.511 3.079  0.215
H: -2.194 0.446 2.130  0.219
H: -1.169 1.929 2.163  0.212
O: -0.051 1.252 -2.899  -0.919
H: 0.897 1.045 -2.790  0.464
H: -0.323 1.639 -2.055  0.476
O: 2.431 -1.563 1.037  -0.942
H: 2.411 -0.607 1.032  0.470
H: 1.998 -1.931 1.807  0.479

> Look up the lowest unoccupied orbital energy of the third one.

0.612 eV

> What is the formula in the first record?

C4H11NO2

> The lowest frontier orbital gap belongs to which entry?

number 3